Model i:
15
Properties=species:S:1:pos:R:3:lowdin_charge:R:1 method="wB97M-V/def2-TZVPD" homo_energy_ev="-6.9933 / -7.3856"
C -1.666 0.991 0.201 0.07
C -2.362 -0.111 0.250 -0.08
C -0.375 1.453 -0.406 -0.14
C -0.296 -1.015 -0.672 -0.25
C -1.361 -1.036 0.408 -0.06
C 0.454 0.139 -0.347 -0.27
C 1.687 0.010 0.594 -0.07
H -0.612 1.664 -1.446 0.12
H 0.177 2.212 -0.026 0.06
H 0.345 -1.964 -0.656 0.14
H -0.745 -1.117 -1.729 0.14
H -1.226 -1.329 1.377 0.08
H 2.112 1.106 0.573 0.10
H 2.394 -0.787 0.218 0.08
H 1.474 -0.218 1.660 0.07

=====

Model ii:
15
Properties=species:S:1:pos:R:3:lowdin_charge:R:1 method="wB97M-V/def2-TZVPD" smiles="C[C@@]12C=C[C@H]3[C@@H]1[C@H]32" homo_energy_ev=-7.6502
C -0.914 1.538 -0.827 -0.02
C -0.261 0.371 -0.132 -0.51
C -0.076 0.239 1.366 -0.02
C 0.852 -0.742 1.465 -0.05
C 0.733 -1.478 0.158 -0.28
C -0.608 -1.036 -0.378 0.04
C 0.997 -0.287 -0.658 0.02
H -1.957 1.627 -0.512 0.08
H -0.399 2.475 -0.587 0.08
H -0.898 1.410 -1.918 0.08
H -0.549 0.862 2.104 0.10
H 1.585 -0.978 2.216 0.10
H 1.146 -2.467 -0.050 0.14
H -1.452 -1.497 -0.890 0.12
H 1.801 -0.037 -1.355 0.12

=====

Which structure is the most stable? The one labeled model ii.

=====

Model i:
15
Properties=species:S:1:pos:R:3:lowdin_charge:R:1 method="wB97M-V/def2-TZVPD" homo_energy_ev=-9.6999
C -2.388 -1.125 -1.022 0.13
C -1.256 -0.722 -1.117 -0.04
C -0.193 -0.150 -0.346 -0.48
C 0.430 1.208 -0.570 -0.09
C 1.194 0.588 0.623 -0.22
C -0.194 0.199 1.212 -0.05
C 1.171 -0.763 -0.127 -0.09
H -3.362 -1.438 -0.778 0.02
H -0.218 2.071 -0.368 0.12
H 0.895 1.261 -1.550 0.11
H 2.048 1.023 1.124 0.12
H -0.197 -0.627 1.944 0.11
H -0.821 1.033 1.571 0.11
H 1.698 -0.875 -1.070 0.11
H 1.192 -1.681 0.474 0.12

=====

Model ii:
15
Properties=species:S:1:pos:R:3:lowdin_charge:R:1 method="wB97M-V/def2-TZVPD" smiles=C#CC[C@H](C)C#C homo_energy_ev=-9.8655
C -2.834 0.819 0.412 0.13
C -1.901 0.076 0.383 -0.18
C -0.822 -0.793 0.089 -0.22
C 0.462 0.016 0.215 -0.41
C 0.619 1.094 -0.845 -0.06
C 1.614 -0.822 0.329 -0.14
C 2.581 -1.528 0.420 0.14
H -3.552 1.543 0.635 0.02
H -0.946 -1.191 -0.903 0.13
H -0.835 -1.637 0.768 0.13
H 0.187 0.438 1.384 0.21
H 0.814 0.666 -1.821 0.09
H -0.261 1.714 -0.938 0.07
H 1.449 1.749 -0.628 0.08
H 3.426 -2.144 0.500 0.02

=====

Which structure is the most stable? The one labeled model ii.

=====

Model i:
15
Properties=species:S:1:pos:R:3:lowdin_charge:R:1 method="wB97M-V/def2-TZVPD" homo_energy_ev=-7.9790
C 2.134 0.093 0.013 -0.03
C 0.661 -0.134 -0.084 -0.38
C 0.028 -0.663 -1.266 0.04
C -1.374 -0.416 -0.843 -0.22
C -1.548 -0.656 0.668 -0.09
C -0.397 0.330 0.853 -0.13
C -0.507 0.836 -0.588 -0.08
H 2.416 1.037 0.491 0.08
H 2.566 -0.725 0.600 0.09
H 2.548 0.040 -0.997 0.08
H -1.300 -1.676 0.984 0.11
H -2.175 -0.475 -1.576 0.13
H -2.515 -0.355 1.079 0.11
H -0.185 0.961 1.715 0.14
H -0.351 1.804 -1.049 0.15

=====

Model ii:
15
Properties=species:S:1:pos:R:3:lowdin_charge:R:1 method="wB97M-V/def2-TZVPD" smiles=C[C@@]12[C@@H]3[C@H]4[C@@H]3[C@@H]1[C@H]42 homo_energy_ev=-8.5537
C 2.070 0.170 0.061 -0.04
C 0.586 -0.189 -0.026 -0.26
C -0.720 -1.297 -0.262 -0.04
C -1.481 -0.129 -0.813 -0.15
C -1.497 -0.428 0.684 -0.15
C -0.336 0.535 0.900 -0.12
C -0.317 0.836 -0.627 -0.12
H 2.156 1.266 0.225 0.09
H 2.580 -0.295 0.909 0.07
H 2.628 -0.034 -0.857 0.07
H -1.114 -2.305 -0.476 0.12
H -2.217 -0.131 -1.612 0.13
H -2.273 -0.710 1.389 0.13
H -0.063 1.077 1.803 0.13
H -0.001 1.635 -1.298 0.14

=====

Which structure is the most stable? The one labeled model i.

=====

Model i:
15
Properties=species:S:1:pos:R:3:lowdin_charge:R:1 method="wB97M-V/def2-TZVPD" smiles="C=C1C2=CCC[C@H]12" homo_energy_ev=-8.5414
C 2.648 -0.214 -0.413 0.02
C 1.504 -0.065 0.174 -0.13
C 0.226 -1.036 0.543 -0.09
C -0.903 -1.297 -0.095 -0.09
C -1.807 -0.119 -0.140 -0.23
C -0.860 1.050 0.028 -0.14
C 0.298 0.414 0.980 -0.17
H 3.307 0.730 -0.617 0.10
H 3.091 -1.090 -0.816 0.05
H -0.830 -2.092 -0.751 0.08
H -2.422 -0.099 -1.067 0.11
H -2.676 -0.194 0.582 0.12
H -0.463 1.401 -0.980 0.13
H -1.561 1.830 0.566 0.13
H 0.448 0.783 2.007 0.13

=====

Model ii:
15
Properties=species:S:1:pos:R:3:lowdin_charge:R:1 method="wB97M-V/def2-TZVPD" smiles="C#CCC(C)=C=C" homo_energy_ev=-8.6191
C 2.956 0.665 -0.115 0.11
C 1.797 0.831 -0.396 -0.14
C 0.381 0.998 -0.751 -0.17
C -0.427 -0.144 -0.183 -0.32
C -0.104 -1.571 -0.509 -0.05
C -1.432 0.074 0.605 -0.09
C -2.276 0.275 1.569 0.01
H 3.986 0.529 0.129 0.02
H 0.285 1.045 -1.838 0.12
H 0.023 1.949 -0.340 0.12
H 0.115 -1.627 -1.580 0.09
H 0.747 -1.957 0.052 0.08
H -0.983 -2.193 -0.312 0.08
H -1.716 0.953 2.210 0.07
H -3.352 0.172 1.458 0.06

=====

Model iii:
15
Properties=species:S:1:pos:R:3:lowdin_charge:R:1 method="wB97M-V/def2-TZVPD" homo_energy_ev="-7.1738 / -7.1544"
C 1.753 -0.039 -0.328 -0.04
C -1.308 0.213 -0.079 -0.27
C 1.965 -1.245 0.009 -0.06
C -2.053 -0.504 -0.897 0.04
C 1.195 1.309 -0.659 -0.14
C -0.921 0.837 1.212 -0.02
C -0.097 0.928 -0.027 -0.15
H 1.333 -2.109 0.400 0.08
H 3.078 -1.721 -0.032 0.10
H -1.713 -0.774 -1.848 0.03
H -3.051 -1.005 -0.752 0.07
H 1.632 2.081 -0.054 0.11
H 1.185 1.605 -1.659 0.09
H -1.333 1.757 1.341 0.07
H -0.680 0.156 1.996 0.10

=====

Model iv:
15
Properties=species:S:1:pos:R:3:lowdin_charge:R:1 method="wB97M-V/def2-TZVPD" smiles="CC1=C[C@@H]2[C@@H]3[C@H]1[C@H]23" homo_energy_ev=-8.0845
C -1.032 0.300 1.945 -0.06
C -0.487 0.038 0.581 -0.26
C -1.040 -0.547 -0.483 -0.02
C 0.051 -0.630 -1.517 -0.17
C 1.412 -0.617 -0.844 -0.10
C 0.903 0.422 0.118 -0.14
C 0.870 0.625 -1.387 -0.11
H -0.389 -0.163 2.705 0.08
H -1.079 1.371 2.180 0.08
H -2.031 -0.132 2.054 0.08
H -2.086 -0.751 -0.669 0.10
H -0.058 -1.132 -2.473 0.13
H 2.307 -1.233 -0.880 0.13
H 1.603 0.991 0.724 0.14
H 1.057 1.459 -2.054 0.13

=====

Which structure is the most stable? The one labeled model iv.